*1*
Formula: C7H12N3
Source: the Open Molecules 2025 dataset
Level of theory: the ωB97M-V functional and the def2-TZVPD basis

Properties
SMILES string: CN/[NH+]=c1/ccccn1C
LUMO level, eV: -3.66
Total charge: +1
HOMO-LUMO gap, eV: 9.03

Cartesian coordinates (Å):
1 N 0.827 -0.810 0.411
2 N -0.940 0.799 0.504
3 N -2.008 -0.009 0.217
4 C -0.046 -1.953 0.441
5 C 1.196 1.485 0.221
6 C -3.086 0.544 -1.150
7 C 3.023 -0.008 -0.192
8 C 0.293 0.433 0.412
9 C 2.534 1.313 -0.108
10 C 2.165 -0.969 0.251
11 H -3.620 -0.415 -1.120
12 H -2.740 0.053 0.963
13 H 3.270 2.107 -0.307
14 H 0.890 2.597 0.228
15 H 4.112 -0.283 -0.320
16 H -2.632 0.725 -2.063
17 H -1.086 -1.553 0.107
18 H 2.398 -1.975 0.109
19 H -0.904 1.818 0.620
20 H -0.223 -2.339 1.531
21 H 0.325 -2.764 -0.098
22 H -3.748 1.205 -0.657

Here are the natural (NBO) charges for atoms 1 to 2, given in e: -0.296 -0.393



*2*
Formula: C7H12N3
Source: the Open Molecules 2025 dataset
Level of theory: the ωB97M-V functional and the def2-TZVPD basis

Properties
SMILES string: CC[C@]1(C#N)CCNC1=[NH2+]
LUMO level, eV: -3.13
Total charge: +1
HOMO-LUMO gap, eV: 11.85

Cartesian coordinates (Å):
1 N -0.419 2.015 0.177
2 N -2.737 -0.690 0.669
3 N 0.197 0.986 -1.850
4 C -0.228 -0.620 0.021
5 C -0.141 1.042 -0.611
6 C 0.231 -0.373 -2.340
7 C -1.667 -0.628 0.275
8 C 0.384 0.188 2.481
9 C 0.625 -0.752 1.312
10 C 0.268 -1.383 -1.150
11 H -0.721 1.657 1.126
12 H 1.018 -0.138 3.409
13 H -0.443 -2.141 -1.396
14 H 0.528 -1.756 1.616
15 H -0.665 -0.084 2.876
16 H 1.657 -0.662 0.930
17 H 0.174 1.630 -2.685
18 H 1.316 -1.794 -1.121
19 H 0.592 1.205 2.189
20 H -0.433 3.084 -0.032
21 H -0.717 -0.443 -2.929
22 H 1.180 -0.344 -2.965

Here are the natural (NBO) charges for atoms 1 to 2, given in e: -0.752 -0.216



*3*
Formula: C7H12N3
Source: the Open Molecules 2025 dataset
Level of theory: the ωB97M-V functional and the def2-TZVPD basis

Properties
SMILES string: C=C(C)[n+]1ncn(C)c1C
LUMO level, eV: -3.17
Total charge: +1
HOMO-LUMO gap, eV: 10.66

Cartesian coordinates (Å):
1 N 1.666 -0.490 -0.061
2 N -0.464 -0.505 -0.060
3 N -0.092 -1.763 -0.299
4 C -1.848 -0.169 -0.101
5 C 0.489 1.778 0.101
6 C -2.624 -1.131 0.731
7 C -2.199 0.932 -0.770
8 C 1.212 -1.720 -0.319
9 C 0.578 0.312 0.052
10 C 3.054 0.019 0.094
11 H -3.169 1.426 -0.970
12 H -2.446 -2.223 0.408
13 H 3.664 -0.691 -0.215
14 H 3.381 0.086 1.200
15 H -3.621 -1.109 0.742
16 H -1.574 1.537 -1.454
17 H -0.410 2.189 0.376
18 H 3.061 0.826 -0.572
19 H 0.528 2.076 -0.855
20 H 1.341 2.090 0.789
21 H -2.412 -0.871 1.698
22 H 1.882 -2.598 -0.514

Here are the natural (NBO) charges for atoms 1 to 2, given in e: -0.309 -0.151



Which structure is most stable? *2*, by 0.0264 hartree over the runner-up.



*1*
Formula: C5H11IN
Source: the Open Molecules 2025 dataset
Level of theory: the ωB97M-V functional and the def2-TZVPD basis

Properties
LUMO level, eV: -4.93
Total charge: +1
HOMO-LUMO gap, eV: 9.01

Cartesian coordinates (Å):
1 I -3.573 -0.479 -0.090
2 N -0.885 -1.174 -1.451
3 C -0.155 -0.576 -0.607
4 C 0.975 -1.065 1.738
5 C 0.903 0.509 -0.629
6 C 0.500 1.965 -0.634
7 C 0.283 -0.256 0.715
8 H 1.264 2.693 -0.760
9 H -0.295 2.073 -1.423
10 H 1.115 -2.173 1.509
11 H 2.055 -0.744 1.922
12 H 0.155 2.215 0.354
13 H -1.755 -1.788 -1.013
14 H -0.299 0.536 1.216
15 H -0.498 -1.329 -2.447
16 H -2.041 0.483 -0.004
17 H 0.385 -1.236 2.673
18 H 1.867 0.348 -1.068

Here are the natural (NBO) charges for atoms 1 to 2, given in e: -0.001 -0.665



*2*
Formula: C5H11IN
Source: the Open Molecules 2025 dataset
Level of theory: the ωB97M-V functional and the def2-TZVPD basis

Properties
LUMO level, eV: -6.04
Total charge: +1
HOMO-LUMO gap, eV: 7.82

Cartesian coordinates (Å):
1 I -2.865 -0.392 -0.126
2 N -0.588 1.864 0.290
3 C 1.304 0.967 -1.017
4 C -0.324 -1.749 -1.008
5 C -0.807 -0.482 -0.399
6 C 1.412 0.453 0.363
7 C -0.001 0.626 -0.070
8 H -1.513 1.851 -0.038
9 H -0.650 2.013 1.302
10 H -0.181 -1.753 -2.012
11 H -1.044 -0.557 2.748
12 H 1.363 0.360 -1.960
13 H 1.347 1.997 -1.215
14 H -0.860 -1.187 2.956
15 H 2.034 0.925 1.168
16 H 0.702 -1.819 -0.612
17 H -1.007 -2.540 -0.779
18 H 1.677 -0.575 0.408

Here are the natural (NBO) charges for atoms 1 to 2, given in e: 0.419 -0.782



Which structure is most stable? *1*, by 0.0053 hartree over the runner-up.



*1*
Formula: C2H8NO2PS
Source: the Open Molecules 2025 dataset
Level of theory: the ωB97M-V functional and the def2-TZVPD basis

Properties
LUMO level, eV: -0.48
HOMO-LUMO gap, eV: 8.07

Cartesian coordinates (Å):
1 S -3.919 -3.884 0.550
2 P -0.086 -0.045 0.972
3 O -1.409 -0.658 0.807
4 O 1.151 -1.156 0.694
5 N 0.009 0.903 -0.766
6 C 0.935 1.740 -1.107
7 C 2.058 1.787 -0.072
8 H 1.134 -1.568 -0.159
9 H -3.838 -3.136 1.665
10 H 2.729 2.755 -0.124
11 H 1.694 1.748 0.957
12 H 2.776 0.896 -0.161
13 H -3.399 -2.855 -0.165
14 H 0.990 2.545 -1.774
15 H -0.825 0.930 -1.318

Here are the natural (NBO) charges for atoms 1 to 2, given in e: -0.316 1.500



*2*
Formula: C2H8NO2PS
Source: the Open Molecules 2025 dataset
Level of theory: the ωB97M-V functional and the def2-TZVPD basis

Properties
LUMO level (alpha / beta), eV: -2.65 / -2.46
HOMO-LUMO gap (alpha / beta), eV: 6.11 / 6.25

Cartesian coordinates (Å):
1 S 3.504 -0.362 -0.217
2 P 0.229 -0.235 -0.228
3 O 0.049 1.366 0.027
4 O 0.515 -0.769 1.312
5 N -1.439 -0.437 -0.194
6 C 1.103 2.309 0.003
7 C -1.867 -1.864 -0.365
8 H 2.210 1.919 0.090
9 H 1.182 3.035 -0.985
10 H -1.966 0.271 -0.762
11 H 1.377 -1.253 1.437
12 H -1.006 -2.557 -0.175
13 H 0.962 2.792 0.966
14 H -2.523 -2.314 0.383
15 H -2.331 -1.901 -1.291

Here are the natural (NBO) charges for atoms 1 to 2, given in e: -0.151 1.543



Which structure is most stable? *1*, by 0.0998 hartree over the runner-up.



*1*
Formula: C3H10OSSi
Source: the Open Molecules 2025 dataset
Level of theory: the ωB97M-V functional and the def2-TZVPD basis

Properties
LUMO level, eV: 0.69
HOMO-LUMO gap, eV: 9.85

Cartesian coordinates (Å):
1 S 0.768 -1.465 -0.594
2 Si 0.977 1.631 -0.758
3 O 1.803 -1.037 -1.594
4 C -0.868 0.291 1.354
5 C -0.885 -1.118 -1.463
6 C 0.648 0.158 0.367
7 H -0.739 1.343 1.733
8 H 2.216 2.228 -0.376
9 H 1.443 -0.029 1.140
10 H -1.673 0.230 0.614
11 H 1.277 1.464 -2.110
12 H -0.956 -0.027 -1.610
13 H -1.569 -1.396 -0.626
14 H -0.968 -1.859 -2.247
15 H -0.782 -0.419 2.184
16 H -0.325 2.306 -0.713

Here are the natural (NBO) charges for atoms 1 to 2, given in e: 1.218 0.892



*2*
Formula: C3H10OSSi
Source: the Open Molecules 2025 dataset
Level of theory: the ωB97M-V functional and the def2-TZVPD basis

Properties
LUMO level, eV: -0.47
HOMO-LUMO gap, eV: 8.04

Cartesian coordinates (Å):
1 S 1.227 -0.489 0.383
2 Si -1.027 -2.571 0.095
3 O -1.554 -1.169 0.279
4 C 0.621 0.976 0.662
5 C 0.073 1.853 -0.465
6 C 0.116 1.392 -1.920
7 H 0.557 1.326 1.694
8 H 0.372 2.943 -0.276
9 H 0.878 1.807 -2.600
10 H -0.924 1.871 -0.178
11 H 0.248 0.326 -1.833
12 H -0.729 -3.177 1.351
13 H 1.333 -2.026 3.235
14 H -0.879 -2.927 -1.318
15 H -0.875 1.622 -2.379
16 H 0.563 -1.758 3.270

Here are the natural (NBO) charges for atoms 1 to 2, given in e: -0.017 1.556



Which structure is most stable? *1*, by 0.0123 hartree over the runner-up.



*1*
Formula: C3H2N4
Source: the Open Molecules 2025 dataset
Level of theory: the ωB97M-V functional and the def2-TZVPD basis

Properties
LUMO level, eV: -0.53
HOMO-LUMO gap, eV: 8.94

Cartesian coordinates (Å):
1 N 0.137 -1.246 -0.013
2 N -0.443 1.395 -0.144
3 N -1.553 1.245 -0.099
4 N -2.140 -2.145 0.510
5 C 0.805 1.191 0.044
6 C 0.950 -0.277 -0.249
7 C -1.098 -1.529 0.560
8 H 1.475 2.101 0.020
9 H 1.869 -0.735 -0.629

Here are the natural (NBO) charges for atoms 1 to 2, given in e: -0.499 0.074



*2*
Formula: C3H2N4
Source: the Open Molecules 2025 dataset
Level of theory: the ωB97M-V functional and the def2-TZVPD basis

Properties
SMILES string: N#Cc1cnn[nH]1
LUMO level, eV: 0.00
HOMO-LUMO gap, eV: 10.53

Cartesian coordinates (Å):
1 N 0.180 -0.879 -1.714
2 N -0.826 1.708 2.335
3 N 1.018 -0.011 0.050
4 N 1.228 -0.450 -1.182
5 C -0.239 -0.094 0.468
6 C -0.708 0.971 1.463
7 C -0.831 -0.642 -0.695
8 H 1.958 0.101 0.616
9 H -1.781 -0.704 -1.340

Here are the natural (NBO) charges for atoms 1 to 2, given in e: -0.203 -0.276



Which structure is most stable? *2*, by 0.0407 hartree over the runner-up.



*1*
Formula: C3H2N2OS2
Source: the Open Molecules 2025 dataset
Level of theory: the ωB97M-V functional and the def2-TZVPD basis

Properties
LUMO level, eV: -0.53
HOMO-LUMO gap, eV: 9.08

Cartesian coordinates (Å):
1 S -0.374 -1.447 0.836
2 S 0.895 1.171 0.223
3 O -1.400 2.363 0.593
4 N 1.216 -0.996 -2.730
5 N -1.219 -0.012 0.532
6 C -0.789 1.295 0.623
7 C 1.128 -0.800 -1.573
8 C 1.088 -0.676 -0.100
9 H -2.513 0.013 1.147
10 H 1.968 -0.911 0.450

Here are the natural (NBO) charges for atoms 1 to 2, given in e: 0.499 0.262



*2*
Formula: C3H2N2OS2
Source: the Open Molecules 2025 dataset
Level of theory: the ωB97M-V functional and the def2-TZVPD basis

Properties
SMILES string: S=c1cnoc(S)n1
LUMO level, eV: -1.10
HOMO-LUMO gap, eV: 7.98

Cartesian coordinates (Å):
1 S -2.487 -1.306 0.005
2 S 2.783 -1.281 -0.068
3 O -1.046 0.888 -0.283
4 N 0.150 -1.181 -0.096
5 N 0.175 1.631 0.044
6 C 1.223 0.929 -0.004
7 C -0.932 -0.456 -0.154
8 C 1.328 -0.576 -0.063
9 H 2.147 1.561 0.405
10 H -3.340 -0.209 0.216

Here are the natural (NBO) charges for atoms 1 to 2, given in e: 0.085 0.038



Which structure is most stable? *2*, by 0.0162 hartree over the runner-up.